{"formula": "C33H46AuBrN4O2PS", "method": "ωB97M-V with the def2-TZVPD basis set", "homo_lumo_gap_ev": [8.0623, 5.4665], "total_charge": 3, "e_above_lowest_kj_mol": 0.0, "spin_multiplicity": 3, "homo_ev": [-15.85, -16.15], "lumo_ev": [-7.792, -10.688], "total_energy_ha": -5102.94959, "symbols": ["Au", "C", "O", "C", "C", "C", "Br", "C", "C", "C", "O", "C", "N", "C", "C", "C", "C", "C", "C", "N", "H", "H", "H", "H", "H", "H", "H", "H", "H", "H", "H", "C", "C", "C", "C", "P", "C", "C", "C", "C", "C", "C", "C", "C", "C", "C", "H", "H", "H", "H", "H", "H", "H", "H", "H", "H", "H", "H", "H", "H", "H", "H", "H", "H", "H", "H", "H", "H", "H", "C", "N", "C", "C", "S", "N", "C", "C", "H", "H", "H", "H", "H", "H", "H", "H", "H", "H", "H", "H"], "positions_angstrom": [[-0.889, -0.151, -1.027], [-3.347, -2.285, -1.794], [-2.842, -1.541, -0.653], [-3.318, -1.851, 0.565], [-4.252, -2.819, 0.814], [-4.657, -3.034, 2.139], [-5.928, -4.312, 2.500], [-4.123, -2.285, 3.210], [-3.196, -1.304, 2.988], [-2.748, -1.029, 1.637], [-1.932, -0.131, 1.349], [-2.682, -0.495, 4.091], [-1.799, 0.496, 3.980], [-1.553, 1.056, 5.234], [-0.737, 2.107, 5.641], [-0.752, 2.398, 6.987], [-1.546, 1.673, 7.898], [-2.351, 0.632, 7.494], [-2.332, 0.341, 6.133], [-3.016, -0.614, 5.379], [-3.130, -3.344, -1.667], [-2.820, -1.893, -2.657], [-4.416, -2.110, -1.898], [-4.688, -3.414, 0.027], [-4.485, -2.512, 4.203], [-1.448, 0.783, 3.075], [-0.130, 2.666, 4.942], [-0.140, 3.208, 7.360], [-1.525, 1.947, 8.943], [-2.962, 0.079, 8.195], [-3.676, -1.275, 5.756], [0.288, 4.444, -1.346], [-0.566, 3.174, -1.229], [-1.768, 3.231, -2.177], [-1.047, 3.035, 0.220], [0.447, 1.661, -1.606], [1.871, 1.681, -0.494], [2.985, 2.477, -0.768], [4.047, 2.530, 0.121], [4.006, 1.798, 1.300], [2.898, 1.012, 1.588], [1.839, 0.948, 0.695], [0.986, 1.462, -3.383], [-0.187, 0.880, -4.188], [1.427, 2.770, -4.054], [2.145, 0.462, -3.371], [-0.360, 5.297, -1.129], [0.698, 4.598, -2.339], [1.099, 4.458, -0.618], [-2.423, 4.044, -1.861], [-2.356, 2.308, -2.157], [-1.473, 3.435, -3.206], [-1.640, 3.918, 0.465], [-0.211, 2.989, 0.920], [-1.683, 2.156, 0.362], [3.033, 3.073, -1.669], [4.905, 3.148, -0.106], [4.835, 1.844, 1.993], [2.865, 0.445, 2.510], [0.982, 0.323, 0.923], [-1.065, 1.524, -4.183], [-0.480, -0.106, -3.823], [0.132, 0.772, -5.228], [0.603, 3.473, -4.165], [1.777, 2.526, -5.059], [2.249, 3.266, -3.542], [1.907, -0.423, -2.778], [3.062, 0.897, -2.977], [2.337, 0.150, -4.401], [3.385, -4.551, -1.191], [2.663, -3.295, -0.921], [2.978, -2.690, 0.375], [1.599, -2.933, -1.642], [0.183, -2.389, -0.767], [1.599, -3.094, -2.959], [2.841, -3.217, -3.736], [0.388, -3.125, -3.782], [3.267, -5.199, -0.321], [4.446, -4.364, -1.348], [2.970, -5.058, -2.054], [4.053, -2.777, 0.520], [2.471, -3.207, 1.191], [2.706, -1.640, 0.374], [3.679, -2.830, -3.164], [2.720, -2.626, -4.642], [3.030, -4.251, -4.022], [-0.490, -3.258, -3.160], [0.467, -3.960, -4.477], [0.305, -2.201, -4.353]]}